Below is a molecular structure, C31H62AlCl2O3PSSi, with properties calculated with wB97M-V/def2-TZVPD.

Relative energy (zero: lowest compared OMol25 entry of this formula, charge and spin), kJ/mol: 0.00
Kohn-Sham gap, Ha: 0.323
HOMO, eV: -14.9480
Charge: +2
Strongest force on any atom, Eh/bohr: 0.0107
Total energy, Eh: -3635.76489

Structure (XYZ):
```
102
Properties=species:S:1:pos:R:3:mulliken_charge:R:1
Al -0.33 -0.11 0.59 -0.59
Cl 2.33 0.07 0.07 0.06
C 2.00 1.26 -1.20 -0.45
Cl 0.23 1.49 -1.27 -0.06
H 2.35 0.89 -2.15 0.43
H 2.46 2.21 -0.94 0.40
C -4.56 0.46 -0.08 -1.77
C -3.21 1.07 0.21 2.06
C -2.85 2.10 -0.86 -1.86
C -3.18 1.69 1.58 -1.69
O -2.13 0.01 0.20 0.82
Si -2.35 -1.76 -0.12 -0.20
S -0.29 -2.03 -0.52 -0.80
O -3.34 -2.07 -1.31 0.26
C -3.37 -2.42 -2.74 1.56
C -2.73 -1.27 -3.51 -1.31
C -2.61 -3.71 -2.94 -1.51
C -4.84 -2.58 -3.09 -1.59
O -2.85 -2.23 1.33 0.72
C -3.56 -3.47 1.71 1.43
C -2.87 -4.65 1.04 -1.19
C -5.02 -3.34 1.30 -1.47
C -3.44 -3.57 3.22 -1.49
H -5.32 1.24 0.03 0.59
H -4.80 -0.34 0.62 0.28
H -4.63 0.08 -1.10 0.40
H -3.68 2.78 -1.00 0.45
H -2.66 1.61 -1.82 0.35
H -1.98 2.69 -0.56 0.31
H -3.93 2.48 1.65 0.50
H -2.20 2.14 1.76 0.15
H -3.39 0.94 2.34 0.18
H -1.69 -1.15 -3.22 0.20
H -3.27 -0.34 -3.34 0.19
H -2.77 -1.49 -4.58 0.63
H -1.58 -3.62 -2.59 0.24
H -2.59 -3.96 -4.00 0.53
H -3.09 -4.54 -2.41 0.31
H -5.39 -1.66 -2.87 0.34
H -5.28 -3.40 -2.52 0.35
H -4.95 -2.79 -4.15 0.47
H -2.91 -4.55 -0.05 0.05
H -3.38 -5.58 1.31 0.53
H -1.83 -4.73 1.35 0.24
H -5.10 -3.25 0.21 0.07
H -5.47 -2.46 1.76 0.31
H -5.57 -4.22 1.62 0.53
H -2.39 -3.65 3.52 0.22
H -3.97 -4.46 3.57 0.53
H -3.89 -2.70 3.70 0.29
C -2.99 -0.21 6.36 -1.11
C -3.09 0.62 5.08 -0.76
C -1.74 1.22 4.69 -0.55
C -0.62 0.16 4.56 0.55
C -1.13 -1.24 4.92 -0.28
C -1.81 -1.21 6.29 -1.06
P 0.38 0.14 2.99 0.31
C 1.39 1.69 3.00 0.28
C 0.65 2.85 2.30 0.16
C 1.45 4.14 2.46 -1.11
C 1.43 4.58 3.94 -0.95
C 1.26 3.39 4.91 -0.53
C 1.95 2.14 4.38 -1.10
C 1.60 -1.23 3.17 0.59
C 2.42 -1.22 4.48 -0.88
C 3.06 -2.60 4.72 -0.81
C 3.45 -3.28 3.41 -0.76
C 2.20 -3.57 2.54 -0.84
C 1.03 -2.65 2.91 -0.63
H -3.93 -0.74 6.52 0.41
H -2.86 0.46 7.21 0.41
H -3.80 1.43 5.22 0.67
H -3.48 0.00 4.27 -0.14
H -1.46 1.93 5.47 0.20
H -1.85 1.80 3.78 0.12
H 0.17 0.40 5.28 1.39
H -0.30 -1.95 4.97 0.04
H -1.82 -1.60 4.15 -0.30
H -1.06 -0.95 7.04 0.38
H -2.15 -2.22 6.53 0.46
H 2.25 1.43 2.38 0.65
H -0.34 2.99 2.73 0.07
H 0.50 2.61 1.24 -0.06
H 1.04 4.93 1.83 0.44
H 2.48 3.97 2.14 0.39
H 0.61 5.29 4.10 0.40
H 2.35 5.12 4.17 0.40
H 0.20 3.20 5.08 -0.23
H 1.69 3.65 5.88 0.60
H 1.91 1.33 5.11 0.37
H 3.01 2.37 4.25 0.59
H 2.31 -1.03 2.36 0.49
H 1.80 -0.95 5.34 0.15
H 3.20 -0.46 4.40 0.45
H 2.37 -3.24 5.28 0.33
H 3.94 -2.47 5.36 0.52
H 3.98 -4.21 3.62 0.48
H 4.15 -2.64 2.87 0.29
H 1.89 -4.61 2.65 0.50
H 2.44 -3.43 1.48 0.27
H 0.56 -3.02 3.82 0.44
H 0.27 -2.66 2.14 -0.68
```